1.
C60H50As2BrGeN2O2STc as an isolated structure. Source: OMol25; level of theory: ωB97M-V/def2-TZVPD.

Properties
Total energy in eV: -331363.3951
Energy relative to the best compared isomer or geometry (same formula, charge and spin) in kcal/mol: 0.0
Net charge: +2
HOMO (alpha / beta) in Ha: -0.46520 / -0.47453
Frontier orbital gap (alpha / beta) in eV: 7.05 / 6.69
2S+1: 3

Element x y z (Å)
Tc (0.353, 0.678, 0.335)
C (-0.537, 2.991, 2.929)
C (-1.881, 2.408, 2.516)
As (-1.794, 0.599, 1.723)
C (-2.217, -0.545, 3.236)
C (-1.803, -0.213, 4.522)
C (-2.086, -1.056, 5.587)
C (-2.776, -2.239, 5.371)
C (-3.191, -2.575, 4.090)
C (-2.915, -1.730, 3.026)
C (-3.548, 0.628, 0.874)
C (-4.670, 0.759, 1.692)
C (-5.932, 0.886, 1.131)
C (-6.084, 0.879, -0.248)
C (-4.972, 0.749, -1.065)
C (-3.709, 0.628, -0.505)
As (0.854, 2.735, 1.576)
C (2.472, 2.737, 2.626)
C (2.676, 1.673, 3.502)
C (3.790, 1.654, 4.323)
C (4.703, 2.698, 4.272)
C (4.494, 3.764, 3.413)
C (3.378, 3.790, 2.588)
C (0.930, 4.305, 0.475)
C (1.997, 4.471, -0.404)
C (2.037, 5.587, -1.227)
C (1.014, 6.522, -1.184)
C (-0.060, 6.343, -0.325)
C (-0.106, 5.232, 0.504)
H (-0.143, 2.506, 3.829)
H (-0.611, 4.061, 3.147)
H (-2.354, 3.017, 1.740)
H (-2.565, 2.365, 3.368)
H (-1.257, 0.705, 4.705)
H (-1.774, -0.784, 6.585)
H (-3.003, -2.892, 6.201)
H (-3.743, -3.490, 3.924)
H (-3.273, -1.983, 2.032)
H (-4.566, 0.748, 2.771)
H (-6.796, 0.990, 1.771)
H (-7.067, 0.974, -0.684)
H (-5.086, 0.749, -2.141)
H (-2.838, 0.553, -1.146)
H (1.951, 0.870, 3.561)
H (3.940, 0.832, 5.010)
H (5.573, 2.685, 4.912)
H (5.198, 4.583, 3.386)
H (3.217, 4.633, 1.928)
H (2.795, 3.738, -0.455)
H (2.870, 5.723, -1.903)
H (1.051, 7.393, -1.824)
H (-0.859, 7.070, -0.297)
H (-0.952, 5.099, 1.168)
Br (0.871, -1.623, 3.155)
C (2.339, -1.352, 2.016)
C (3.536, -1.995, 2.287)
C (4.631, -1.709, 1.494)
C (4.489, -0.789, 0.467)
C (3.256, -0.209, 0.263)
N (2.172, -0.483, 1.019)
C (3.043, 0.750, -0.888)
O (3.942, 0.980, -1.665)
O (1.846, 1.214, -0.963)
H (3.594, -2.688, 3.110)
H (5.578, -2.192, 1.680)
H (5.301, -0.504, -0.184)
S (1.542, 0.121, -3.875)
C (-0.146, 0.351, -3.959)
C (-0.781, -0.473, -3.096)
N (0.063, -1.289, -2.374)
C (1.324, -1.065, -2.712)
H (-0.588, 1.083, -4.609)
H (-1.841, -0.516, -2.923)
H (2.152, -1.588, -2.267)
C (-0.815, 1.876, -0.713)
C (-1.156, 2.720, -1.534)
C (-1.534, 3.692, -2.493)
C (-2.819, 4.243, -2.496)
C (-3.146, 5.213, -3.424)
C (-2.202, 5.639, -4.351)
C (-0.925, 5.092, -4.353)
C (-0.586, 4.122, -3.429)
H (-3.543, 3.906, -1.766)
H (-4.137, 5.641, -3.428)
H (-2.461, 6.399, -5.074)
H (-0.194, 5.430, -5.073)
H (0.410, 3.703, -3.400)
C (-2.516, -2.666, -1.391)
Ge (-0.668, -3.138, -1.773)
C (-0.448, -4.086, -3.444)
C (0.288, -5.267, -3.522)
C (0.343, -5.977, -4.711)
C (-0.338, -5.517, -5.826)
C (-1.079, -4.347, -5.758)
C (-1.139, -3.639, -4.571)
C (0.208, -3.896, -0.215)
C (-0.658, -4.303, 0.775)
C (-0.220, -5.091, 1.857)
C (1.094, -5.435, 1.955)
C (2.031, -5.013, 0.981)
C (3.399, -5.361, 1.086)
C (4.298, -4.968, 0.137)
C (3.862, -4.226, -0.979)
C (2.546, -3.885, -1.107)
C (1.590, -4.250, -0.129)
H (-3.050, -3.574, -1.115)
H (-2.585, -1.949, -0.568)
H (-3.019, -2.260, -2.265)
H (0.811, -5.647, -2.655)
H (0.914, -6.893, -4.766)
H (-0.303, -6.076, -6.749)
H (-1.615, -3.991, -6.625)
H (-1.731, -2.732, -4.528)
H (-1.703, -4.034, 0.732)
H (-0.933, -5.413, 2.604)
H (1.442, -6.040, 2.781)
H (3.717, -5.957, 1.930)
H (5.338, -5.244, 0.223)
H (4.572, -3.951, -1.747)
H (2.209, -3.378, -2.003)

=====

2.
A 11-piece molecular cluster, C60H57N9O20 overall in a non-equilibrium geometry. Source: OMol25; level of theory: ωB97M-V/def2-TZVPD.

Properties
Total energy in eV: -117478.7146
Energy relative to the best compared isomer or geometry (same formula, charge and spin) in kcal/mol: 35.6
Net charge: -1
HOMO (alpha / beta) in Ha: -0.06877 / -0.21400
Frontier orbital gap (alpha / beta) in eV: 2.35 / 6.31
2S+1: 2

Element x y z (Å)
C (0.163, 0.140, 1.372)
C (-1.016, -0.593, 1.047)
C (-0.904, -1.418, -0.062)
C (0.294, -1.637, -0.748)
C (1.372, -0.807, -0.457)
C (1.299, 0.134, 0.523)
N (0.543, -2.580, -1.847)
O (1.575, -3.274, -1.774)
O (-0.257, -2.594, -2.774)
H (0.158, 0.872, 2.166)
H (-1.961, -0.502, 1.563)
H (-1.736, -2.014, -0.410)
H (2.323, -0.909, -0.957)
H (2.137, 0.782, 0.730)
C (-4.448, -3.216, 0.566)
C (-4.213, -3.526, -0.709)
C (-3.105, -4.238, -1.052)
C (-2.160, -4.733, -0.136)
C (-2.409, -4.422, 1.231)
C (-3.499, -3.574, 1.546)
N (-1.046, -5.560, -0.547)
O (-1.035, -5.997, -1.720)
O (-0.196, -5.888, 0.261)
H (-5.308, -2.675, 0.933)
H (-4.925, -3.285, -1.485)
H (-3.066, -4.368, -2.124)
H (-1.667, -4.764, 1.937)
H (-3.549, -3.280, 2.584)
C (1.879, 4.746, -1.367)
C (2.822, 5.689, -1.647)
C (4.169, 5.234, -1.932)
C (4.414, 3.840, -1.991)
C (3.466, 2.901, -1.625)
C (2.217, 3.387, -1.238)
N (5.820, 3.383, -2.258)
O (5.995, 2.166, -2.333)
O (6.707, 4.232, -2.350)
H (0.859, 5.016, -1.138)
H (2.492, 6.711, -1.531)
H (4.950, 5.923, -2.218)
H (3.862, 1.925, -1.387)
H (1.480, 2.681, -0.883)
C (-2.317, -1.055, 5.380)
C (-2.137, 0.065, 6.189)
C (-2.199, 0.012, 7.600)
C (-2.399, -1.216, 8.208)
C (-2.452, -2.380, 7.385)
C (-2.586, -2.260, 6.012)
N (-2.372, -1.385, 9.659)
O (-2.212, -2.490, 10.171)
O (-2.367, -0.359, 10.380)
H (-2.319, -0.959, 4.304)
H (-1.957, 1.044, 5.770)
H (-2.083, 0.944, 8.133)
H (-2.378, -3.351, 7.851)
H (-2.767, -3.159, 5.441)
C (-2.267, 7.556, 1.810)
C (-1.355, 7.604, 2.838)
C (-0.971, 6.437, 3.443)
C (-1.336, 5.227, 2.905)
C (-2.199, 5.201, 1.821)
C (-2.730, 6.377, 1.323)
N (-0.837, 3.953, 3.424)
O (-0.626, 3.077, 2.608)
O (-0.775, 3.809, 4.656)
H (-2.580, 8.446, 1.285)
H (-0.903, 8.573, 2.984)
H (-0.351, 6.458, 4.327)
H (-2.555, 4.246, 1.464)
H (-3.425, 6.337, 0.498)
C (4.199, -0.396, 4.935)
C (4.611, -0.046, 6.215)
C (3.926, 1.052, 6.818)
C (2.673, 1.458, 6.285)
C (2.251, 0.951, 5.065)
C (3.040, 0.029, 4.358)
N (1.933, 2.536, 6.889)
O (2.575, 3.326, 7.546)
O (0.709, 2.609, 6.837)
H (4.847, -1.165, 4.542)
H (5.433, -0.531, 6.720)
H (4.202, 1.489, 7.767)
H (1.299, 1.346, 4.745)
H (2.808, -0.448, 3.417)
C (-7.393, 4.091, -0.570)
C (-6.220, 3.908, 0.119)
C (-5.676, 2.617, 0.221)
C (-6.232, 1.565, -0.448)
C (-7.378, 1.747, -1.182)
C (-7.963, 3.022, -1.239)
N (-5.611, 0.226, -0.372)
O (-6.162, -0.745, -0.852)
O (-4.474, 0.178, 0.188)
H (-7.885, 5.034, -0.756)
H (-5.697, 4.703, 0.630)
H (-4.798, 2.612, 0.849)
H (-7.922, 0.923, -1.620)
H (-8.803, 3.151, -1.906)
C (-1.542, -0.072, -4.132)
C (-0.695, 0.968, -4.321)
C (-0.904, 2.241, -3.889)
C (-1.997, 2.415, -3.023)
C (-2.815, 1.288, -2.669)
C (-2.678, 0.052, -3.300)
N (-2.201, 3.709, -2.404)
O (-1.627, 4.662, -2.910)
O (-2.803, 3.706, -1.281)
H (-1.400, -1.054, -4.558)
H (0.156, 0.856, -4.977)
H (-0.360, 3.139, -4.144)
H (-3.664, 1.397, -2.011)
H (-3.433, -0.679, -3.049)
C (0.231, -4.540, -5.320)
C (0.490, -4.735, -6.694)
C (1.325, -5.789, -7.080)
C (1.906, -6.600, -6.126)
C (1.608, -6.421, -4.774)
C (0.798, -5.384, -4.341)
N (2.762, -7.673, -6.645)
O (3.162, -7.597, -7.826)
O (3.157, -8.569, -5.870)
H (-0.387, -3.779, -4.866)
H (0.067, -4.053, -7.417)
H (1.484, -6.062, -8.113)
H (1.981, -7.150, -4.070)
H (0.674, -5.151, -3.294)
C (5.187, -3.015, -0.521)
C (5.524, -1.587, -0.967)
O (4.609, -0.911, -1.463)
C (6.904, -1.037, -0.868)
H (4.950, -3.041, 0.543)
H (5.968, -3.640, -0.953)
H (4.255, -3.335, -0.987)
H (6.836, 0.035, -1.054)
H (7.532, -1.582, -1.572)
H (7.263, -1.217, 0.145)
C (2.715, -1.200, -6.045)
C (3.763, -2.181, -5.445)
O (3.958, -3.322, -5.871)
C (4.483, -1.620, -4.245)
H (3.267, -0.677, -6.825)
H (2.540, -0.362, -5.370)
H (1.846, -1.712, -6.457)
H (3.728, -1.475, -3.473)
H (5.014, -0.705, -4.508)
H (5.030, -2.444, -3.788)